ORCA calculation (the ωB97M-V functional and the def2-TZVPD basis) on C24H54F5InNO9 as an isolated structure.

The calculation puts the HOMO-LUMO gap at 6.6 eV. Its charge is -1. The value obtained for the max |F| is 0.51 eV Å⁻¹. Its total energy is -64438.2370 eV.

Atoms and positions in Å:
C 2.9325 -1.1309 0.2830
In 3.2821 1.0355 -0.1787
N 3.9021 2.1150 1.5770
C 1.2797 1.8819 -0.7440
C 0.1292 1.1873 0.0209
C -0.8912 2.1957 0.5670
C -1.9353 1.6485 1.5101
F -1.3781 1.1895 2.6812
F -2.8332 2.6328 1.8712
C -2.8005 0.4836 0.9677
F -3.3135 0.8065 -0.2308
F -2.0924 -0.6389 0.8540
F -3.8280 0.2233 1.7879
H 1.8829 -1.3998 0.1108
H 3.5539 -1.7518 -0.3712
H 3.1707 -1.3423 1.3313
H 4.5024 1.2733 -1.4457
H 3.1424 2.0783 2.2552
H 4.6631 1.6106 2.0276
H 1.1099 1.8269 -1.8241
H 1.3099 2.9461 -0.4687
H 0.5089 0.5815 0.8533
H -0.3800 0.4896 -0.6584
H -1.4105 2.6929 -0.2589
H -0.3592 2.9659 1.1432
C -1.1886 0.1777 5.9345
O -2.5729 0.1066 6.2071
C -3.3344 -0.0927 5.0272
C -4.7399 -0.5237 5.3713
O -4.8527 -1.9010 5.7075
C -4.5005 -2.2497 7.0328
C -5.6176 -2.0476 8.0317
O -5.7216 -0.6874 8.4088
C -6.9027 -0.4260 9.1242
H -0.9577 0.9790 5.2265
H -0.6810 0.3776 6.8765
H -0.8193 -0.7699 5.5260
H -2.8659 -0.8613 4.4003
H -3.3743 0.8399 4.4518
H -5.3536 -0.3965 4.4776
H -5.1469 0.1076 6.1650
H -3.6009 -1.7212 7.3568
H -4.2811 -3.3195 7.0003
H -5.4172 -2.6597 8.9238
H -6.5614 -2.3876 7.5852
H -7.7911 -0.6315 8.5146
H -6.8958 0.6278 9.3957
H -6.9591 -1.0282 10.0400
C 1.0019 -5.4439 -2.6671
O -0.2903 -4.9107 -2.8324
C -0.8650 -5.2539 -4.0752
C -2.3235 -4.8570 -4.1047
O -3.1859 -5.7684 -3.4403
C -3.2117 -5.6851 -2.0228
C -4.0321 -4.5340 -1.4870
O -3.2916 -3.3365 -1.5665
C -4.0596 -2.1951 -1.2601
H 1.6825 -5.0915 -3.4515
H 1.3737 -5.1054 -1.7027
H 0.9826 -6.5409 -2.6826
H -0.7775 -6.3346 -4.2530
H -0.3365 -4.7271 -4.8835
H -2.6527 -4.8612 -5.1461
H -2.4390 -3.8460 -3.7083
H -2.1997 -5.6368 -1.6150
H -3.6759 -6.6162 -1.6908
H -4.2926 -4.7401 -0.4382
H -4.9639 -4.4487 -2.0631
H -4.8873 -2.0747 -1.9708
H -3.4037 -1.3364 -1.3312
H -4.4684 -2.2560 -0.2442
C 8.9355 4.2148 -6.4777
O 7.5961 4.1106 -6.0698
C 7.2815 2.8048 -5.6125
C 5.9467 2.7797 -4.9035
O 6.0030 3.2342 -3.5699
C 5.9787 4.6296 -3.3530
C 4.5932 5.2244 -3.4529
O 4.2213 5.4281 -4.8087
C 2.8470 5.6988 -4.9332
H 9.1638 3.5150 -7.2924
H 9.0941 5.2318 -6.8332
H 9.6226 4.0173 -5.6457
H 8.0568 2.4540 -4.9195
H 7.2481 2.1186 -6.4717
H 5.6328 1.7363 -4.8292
H 5.1970 3.3235 -5.4849
H 6.6766 5.1571 -4.0104
H 6.3087 4.7567 -2.3203
H 4.5724 6.1874 -2.9224
H 3.8864 4.5441 -2.9635
H 2.2413 4.8582 -4.5756
H 2.6380 5.8644 -5.9891
H 2.5629 6.5972 -4.3703

Mulliken population analysis, charges in e, atoms 1 to 8: number 1, C, carries -1.195; number 2, In, carries 0.942; number 3, N, carries -0.685; number 4, C, carries -1.378; number 5, C, carries 0.054; number 6, C, carries -1.002; number 7, C, carries 0.950; number 8, F, carries -0.242

=====

ORCA calculation (the ωB97M-V functional and the def2-TZVPD basis) on C5H13N3O as an isolated structure.

The calculation puts the HOMO-LUMO gap at 9.0 eV. The value obtained for the max |F| is 0.46 eV Å⁻¹. Its total energy is -11909.7272 eV.

Atoms and positions in Å:
C -0.6877 0.5011 0.5652
C -0.9533 1.5661 -0.4925
C -1.9959 -0.1948 1.0022
C -0.1749 -1.5090 -1.0230
N 1.9015 0.2660 0.1944
C 0.2772 -0.6138 0.0943
N 2.8719 0.0199 -0.7902
O -0.1369 1.1646 1.6973
N 1.3584 -0.9639 0.8179
H 2.2135 0.9688 0.8535
H 0.3269 0.4781 2.2063
H 2.4525 0.0320 -1.7139
H 3.2796 -0.8958 -0.6214
H -2.6254 0.5528 1.4850
H -1.3745 1.1296 -1.3995
H -0.0211 2.0723 -0.7404
H -1.6597 2.3019 -0.1046
H -1.7861 -0.9830 1.7290
H -2.5466 -0.6274 0.1669
H -1.1557 -1.2851 -1.4393
H 0.5703 -1.4391 -1.8221
H -0.1339 -2.5413 -0.6649

Mulliken population analysis, charges in e, atoms 1 to 8: number 1, C, carries 1.112; number 2, C, carries -1.573; number 3, C, carries -1.629; number 4, C, carries -1.217; number 5, N, carries 0.306; number 6, C, carries 0.913; number 7, N, carries -0.788; number 8, O, carries -0.646

=====

ORCA calculation (the ωB97M-V functional and the def2-TZVPD basis) on one molecule with the formula C5H11NO.

The calculation puts the HOMO-LUMO gap at 10.5 eV. The value obtained for the max |F| is 0.40 eV Å⁻¹. Its total energy is -8901.4395 eV. Its SMILES is CCCNC(C)=O.

Atoms and positions in Å:
C -2.6404 0.1548 -0.5317
C -1.1484 -0.0796 -0.3663
C -0.6182 -0.2674 1.0565
N 0.8378 -0.4103 0.9922
C 1.5595 0.5309 0.3008
C 2.7935 0.0324 -0.4210
O 1.1863 1.6872 0.1910
H -2.8606 0.2775 -1.5978
H -3.2481 -0.6750 -0.1548
H -2.9529 1.0743 -0.0253
H -0.8342 -0.9514 -0.9568
H -0.6217 0.7919 -0.7620
H -0.8782 0.5845 1.6929
H -1.0181 -1.1694 1.5360
H 1.1801 -1.3583 0.9463
H 2.5184 -0.0917 -1.4762
H 3.1732 -0.9245 -0.0525
H 3.5720 0.7940 -0.3713

Mulliken population analysis, charges in e, atoms 1 to 8: number 1, C, carries -1.339; number 2, C, carries -0.199; number 3, C, carries -0.623; number 4, N, carries -0.250; number 5, C, carries 0.701; number 6, C, carries -1.066; number 7, O, carries -0.612; number 8, H, carries 0.345

=====

ORCA calculation (the ωB97M-V functional and the def2-TZVPD basis) on a 6-piece molecular cluster, C27H22BF4O17 overall at a distorted geometry.

The calculation puts the HOMO-LUMO gap at 6.1 eV. Its charge is -1. The value obtained for the max |F| is 14.29 eV Å⁻¹. Its total energy is -74704.6132 eV.

Atoms and positions in Å:
B -0.8723 1.3659 -1.0318
F -1.3843 1.0089 -2.2518
F -0.0923 0.5239 -0.4318
F -0.2313 2.6129 -1.2538
F -1.8883 1.7929 -0.0668
C 4.3007 7.3749 0.4012
C 4.2987 6.7619 1.7462
C 3.6247 5.4849 2.1022
O 3.6847 4.9939 3.2252
C 2.6407 5.1009 1.1532
C 2.5467 5.8059 -0.2928
C 3.5707 6.8119 -0.6288
O 3.7447 7.2209 -1.8208
O 1.4437 5.7169 -0.9868
O 5.1867 7.2449 2.7652
H 5.1257 8.0739 0.2412
H 1.6647 4.7779 1.3342
H 0.8237 5.0649 -0.5898
H 5.0017 6.6619 3.4072
C 4.4417 -0.3421 3.4542
C 3.1487 -0.6131 2.6452
C 2.9327 -1.9791 2.1462
O 1.8777 -2.1761 1.5272
C 3.9297 -3.0461 2.3722
C 5.1907 -2.7291 3.2132
C 5.4807 -1.3851 3.6472
O 6.4517 -1.1701 4.3522
O 6.2047 -3.6311 3.1952
O 2.2547 0.3389 2.3842
H 4.8017 0.6029 3.9602
H 3.8377 -3.9361 1.9612
H 7.0707 -3.3041 3.5842
H 1.6957 -0.0031 1.5822
C -7.1013 0.0849 -2.1048
C -6.7873 -0.8171 -0.9108
C -5.3493 -1.1601 -0.5368
O -5.0863 -1.9991 0.3612
C -4.3353 -0.3721 -1.3688
C -4.7073 0.6859 -2.3938
C -6.1273 0.6389 -2.8538
O -6.4173 1.1869 -3.9248
O -3.8183 1.4559 -2.9628
O -7.7433 -1.3421 -0.1728
H -8.0823 0.1329 -2.4888
H -3.3243 -0.5261 -1.0118
H -2.9903 1.1799 -2.5178
H -7.3953 -2.0461 0.4162
C -2.8383 -4.5981 2.0642
C -2.8063 -4.7481 0.6132
C -2.0213 -3.8131 -0.2368
O -1.9123 -3.8281 -1.4278
C -1.5303 -2.6021 0.4282
C -1.6633 -2.3411 1.9722
C -2.2793 -3.4781 2.8102
O -2.3253 -3.4571 4.0642
O -1.1843 -1.1711 2.5962
O -3.2913 -5.8941 -0.0198
H -3.3183 -5.2831 2.6162
H -1.0673 -2.0171 -0.3678
H -0.9033 -0.7401 1.9632
H -2.7583 -5.9991 -0.9238
C 1.2297 -2.6871 -3.3608
C 1.1377 -1.7451 -4.5248
O 2.0537 -1.5811 -5.3308
C -0.1713 -0.9781 -4.6188
H 1.2357 -2.2131 -2.3088
H 2.1687 -3.1451 -3.4328
H 0.3847 -3.4481 -3.5218
H -0.1163 -0.1891 -5.2058
H -0.3133 -0.4501 -3.5818
H -0.9503 -1.7221 -4.8388

Mulliken population analysis, charges in e, atoms 1 to 8: number 1, B, carries 0.378; number 2, F, carries -0.352; number 3, F, carries -0.061; number 4, F, carries -0.350; number 5, F, carries -0.473; number 6, C, carries -0.675; number 7, C, carries 0.137; number 8, C, carries 0.757